11
Properties=species:S:1:pos:R:3:nbo_charge:R:1 method="wB97M-V/def2-TZVPD" total_charge=0 multiplicity=1 total_energy_ha=-231.149671 smiles="C=C(C)C=O" molar_mass_g_mol=70.09 gap_ev=9.92
C 0.05672 1.52407 -0.01072 -0.315
C 0.15940 0.22074 -0.05188 -0.176
C -1.08964 -0.70853 0.05954 -0.666
C 1.43679 -0.55723 -0.11099 0.403
O 2.54120 -0.03110 0.12119 -0.511
H 1.01532 2.11393 -0.14476 0.236
H -0.98703 1.95560 0.11411 0.211
H -1.45866 -0.87411 1.22873 0.237
H -1.96524 -0.02573 -0.53224 0.234
H -0.90151 -1.92322 -0.42734 0.227
H 1.19265 -1.69443 -0.24564 0.120

---

12
Properties=species:S:1:pos:R:3:nbo_charge:R:1 method="wB97M-V/def2-TZVPD" total_charge=0 multiplicity=1 total_energy_ha=-306.357370 molar_mass_g_mol=86.09 gap_ev=9.67
C 2.54655 0.73221 0.08596 0.273
O 3.24668 0.07239 0.81108 -0.498
C -0.27675 -0.82587 -0.12192 0.123
C -1.28479 -0.65317 0.72875 -0.347
C -1.92905 0.23644 -0.28649 -0.092
O -0.89219 -0.23608 -1.22656 -0.503
H 1.97981 1.61190 0.44815 0.111
H 2.43009 0.50372 -0.99205 0.111
H 0.59797 -1.46521 -0.14480 0.206
H -1.70105 -1.35585 1.42133 0.224
H -1.73768 1.31120 -0.17474 0.197
H -2.97960 0.06831 -0.54872 0.195

---

12
Properties=species:S:1:pos:R:3:nbo_charge:R:1 method="wB97M-V/def2-TZVPD" total_charge=0 multiplicity=1 total_energy_ha=-306.250564 molar_mass_g_mol=86.09 gap_ev=9.59
C -1.31374 0.79175 0.05530 -0.645
C -0.80483 -0.54322 -0.36491 0.036
C 0.69883 -0.67487 -0.43886 -0.098
C 1.59532 0.28200 0.13777 0.307
H -2.16429 0.48362 1.20862 0.238
H -0.26126 1.37021 0.46279 0.238
H -1.82558 1.21182 -0.99542 0.241
H -1.56173 -1.28947 -0.97095 0.232
H 1.35051 -1.28519 -1.15010 0.255
H 1.35545 0.70318 1.21123 0.195
O -0.05194 -1.12987 0.83669 -0.483
O 2.98327 0.08005 0.00783 -0.517

---

12
Properties=species:S:1:pos:R:3:nbo_charge:R:1 method="wB97M-V/def2-TZVPD" total_charge=0 multiplicity=1 total_energy_ha=-306.418634 smiles="C[C@]1(O)CC1=O" molar_mass_g_mol=86.09 gap_ev=9.71
C 0.79962 1.06657 0.34665 -0.623
C 0.09228 -0.31239 0.19985 0.144
O 0.72193 -1.42745 0.74054 -0.686
C -0.78620 -0.51848 -1.03429 -0.583
C -1.35980 -0.20708 0.35393 0.606
O -2.32410 -0.00695 1.01586 -0.468
H 1.04580 1.24485 1.39149 0.228
H 0.17667 1.87802 -0.01844 0.224
H 1.70603 1.04513 -0.25871 0.207
H 1.64339 -1.48420 0.45522 0.476
H -0.88870 -1.52946 -1.40257 0.247
H -0.82692 0.25144 -1.78953 0.229

---

12
Properties=species:S:1:pos:R:3:nbo_charge:R:1 method="wB97M-V/def2-TZVPD" total_charge=0 multiplicity=1 total_energy_ha=-306.415847 smiles="CC(=O)CC=O" molar_mass_g_mol=86.09 gap_ev=9.83
C 1.30900 0.19314 -0.63660 -0.719
C 0.18595 0.66996 0.24488 0.533
O -0.25123 1.80790 0.34207 -0.550
C -0.35032 -0.41158 1.05759 -0.574
C -1.60970 -0.30865 -0.20272 0.447
O -1.55974 -1.13539 -1.06474 -0.505
H 0.97019 -0.44281 -1.46731 0.253
H 1.98770 -0.42693 -0.03432 0.226
H 1.81722 1.08288 -0.97413 0.234
H 0.03721 -1.40953 0.85493 0.221
H -0.20322 -0.15583 2.14098 0.261
H -2.33306 0.53685 -0.26065 0.173

---

12
Properties=species:S:1:pos:R:3:nbo_charge:R:1 method="wB97M-V/def2-TZVPD" total_charge=0 multiplicity=1 total_energy_ha=-306.437793 smiles="C[C@H]1O[C@H]1C=O" molar_mass_g_mol=86.09 gap_ev=10.94
C -1.38597 0.62662 0.32406 -0.642
C -0.64878 -0.64601 -0.01416 0.085
O -0.10848 -0.73160 -1.31808 -0.468
C 0.80668 -0.77690 -0.22991 -0.059
C 1.74578 0.37895 -0.10315 0.409
O 2.86233 0.24940 0.33896 -0.499
H -1.77742 0.59712 1.34713 0.223
H -0.76828 1.52023 0.21151 0.215
H -2.23058 0.71884 -0.36597 0.229
H -1.14882 -1.55795 0.31908 0.188
H 1.28693 -1.74054 -0.06229 0.204
H 1.36662 1.36183 -0.44719 0.116

---

12
Properties=species:S:1:pos:R:3:nbo_charge:R:1 method="wB97M-V/def2-TZVPD" total_charge=0 multiplicity=1 total_energy_ha=-306.399417 smiles="C1CO1.C=C=O" molar_mass_g_mol=86.09 gap_ev=10.39
C 1.31272 0.48468 -0.53947 -0.115
C 1.55188 -0.82795 0.06240 -0.116
O 1.73133 -0.61639 -1.32674 -0.490
H 0.29598 0.82648 -0.73184 0.177
H 2.04585 1.27880 -0.40415 0.186
H 2.46637 -0.99496 0.63090 0.184
H 0.71101 -1.46514 0.33899 0.178
C -2.20047 -0.16406 0.10604 -0.799
C -1.76924 0.86014 0.80646 0.722
O -1.38651 1.77308 1.42553 -0.458
H -3.26169 -0.37720 0.07633 0.268
H -1.49722 -0.77749 -0.44443 0.264

---

12
Properties=species:S:1:pos:R:3:nbo_charge:R:1 method="wB97M-V/def2-TZVPD" total_charge=0 multiplicity=1 total_energy_ha=-306.456040 smiles="O=CCCC=O" molar_mass_g_mol=86.09 gap_ev=10.51
O -0.89060 -0.33920 -1.55730 -0.510
C -1.24140 -0.67806 -0.44739 0.450
C -0.46339 -0.47536 0.82098 -0.529
C 0.35394 0.73280 0.43729 -0.505
C 1.28351 0.34922 -0.74884 0.464
O 1.88840 -0.68923 -0.87757 -0.552
H -2.24335 -1.07864 -0.34315 0.120
H 0.18156 -1.32992 1.06068 0.263
H -1.16928 -0.34585 1.65322 0.229
H -0.33197 1.56720 0.20851 0.221
H 1.03428 1.09381 1.20363 0.236
H 1.53718 1.17780 -1.42201 0.114

---

12
Properties=species:S:1:pos:R:3:nbo_charge:R:1 method="wB97M-V/def2-TZVPD" total_charge=0 multiplicity=1 total_energy_ha=-306.363188 molar_mass_g_mol=86.09 gap_ev=10.16
O -0.00355 -0.86089 -1.44997 -0.559
C -0.74706 -0.60609 -0.36811 0.264
C -0.31564 -0.75797 1.01703 -0.464
C -0.06068 0.67690 0.58672 -0.557
C 0.89797 0.36872 -1.16607 0.577
O 2.05500 0.20845 -0.90276 -0.595
H -1.81373 -0.40617 -0.53679 0.190
H 0.59690 -1.32968 1.15970 0.247
H -1.08236 -0.91411 1.76295 0.227
H -0.84607 1.40908 0.71669 0.223
H 0.90706 1.06043 0.93070 0.286
H 0.41217 1.15133 -1.75008 0.160

---

12
Properties=species:S:1:pos:R:3:nbo_charge:R:1 method="wB97M-V/def2-TZVPD" total_charge=0 multiplicity=1 total_energy_ha=-306.377901 molar_mass_g_mol=86.09 gap_ev=9.45
O 0.83970 2.00479 -0.28315 -0.521
C 0.44368 0.91617 0.05617 0.519
C -0.94795 0.46286 -0.00197 -0.535
C -0.84114 -1.01344 -0.27658 -0.071
O 0.44768 -1.23591 -0.79047 -0.554
C 1.50260 -0.00766 0.32674 -0.111
H -1.40948 1.00023 -0.82375 0.245
H -1.47080 0.69834 0.91775 0.236
H -1.01223 -1.55347 0.65951 0.151
H -1.61882 -1.35660 -0.97284 0.194
H 2.42186 0.23348 -0.21493 0.236
H 1.64491 -0.14879 1.40352 0.211

---

12
Properties=species:S:1:pos:R:3:nbo_charge:R:1 method="wB97M-V/def2-TZVPD" total_charge=0 multiplicity=1 total_energy_ha=-306.385480 smiles="CC(=O)O.C#C" molar_mass_g_mol=86.09 gap_ev=11.41
C 2.72366 -0.51620 0.04435 -0.726
C 1.37145 0.11868 -0.01853 0.794
O 1.19863 1.28993 0.01582 -0.584
O 0.29521 -0.78990 -0.12894 -0.710
H 3.62366 0.17693 0.05418 0.238
H 2.79686 -0.93972 0.95815 0.235
H 2.90232 -1.30529 -0.67884 0.239
H -0.53953 -0.04759 0.16973 0.507
C -2.87151 0.50441 0.02027 -0.309
C -3.56794 -0.44602 0.04480 -0.208
H -2.53616 1.54686 -0.32496 0.272
H -4.13185 -1.39661 0.18147 0.251

---

12
Properties=species:S:1:pos:R:3:nbo_charge:R:1 method="wB97M-V/def2-TZVPD" total_charge=0 multiplicity=1 total_energy_ha=-306.308480 molar_mass_g_mol=86.09 gap_ev="8.52 / 8.52"
O 0.08055 1.81717 0.64389 -0.683
C -0.60615 0.68489 0.21162 0.143
C -0.00537 0.13222 -1.07405 -0.562
C 0.47825 -1.17445 -0.54930 0.428
O 1.01234 -2.12248 -1.07466 -0.550
C 0.22071 -1.34103 0.77911 -0.400
H -0.31437 2.12415 1.47579 0.483
H -1.68878 0.85540 0.11448 0.191
H 0.83058 0.74224 -1.42420 0.264
H -0.70667 0.01310 -1.90210 0.236
H -0.81422 -0.51623 1.25360 0.236
H 0.98307 -1.17503 1.52430 0.215